Record 1
21
Properties=species:S:1:pos:R:3:forces:R:3:nbo_charge:R:1 method="wB97M-V/def2-TZVPD" lumo_ha="0.0204 / 0.0363" total_charge=0
H -0.662 -1.497 0.678 0.1 0.1 -0.1 0.20
H 1.646 -0.964 -0.156 -0.1 0.1 0.0 0.20
C -0.098 0.365 1.633 -0.1 0.0 0.0 -0.41
H 1.334 0.329 -3.273 -0.1 -0.3 0.1 0.17
H 0.655 -0.127 2.261 -0.1 0.1 -0.1 0.21
O -0.969 1.393 3.586 -0.2 0.1 0.3 -0.72
H 1.586 3.161 -3.311 0.0 0.0 0.0 0.00
C 0.414 -1.195 -1.928 -0.7 0.3 0.4 -0.48
H -1.793 -0.340 2.771 0.1 0.2 0.0 0.15
H 1.630 -1.445 -3.777 -0.1 0.2 0.1 0.17
C -1.343 0.620 2.464 0.0 -0.3 -0.4 -0.05
H -2.087 1.148 1.845 0.1 -0.1 0.1 0.15
H -1.769 1.621 4.074 0.2 0.0 0.0 0.47
C 1.184 -0.733 -3.087 0.7 -0.1 -0.5 -0.29
H 1.056 0.554 -0.830 0.0 -0.1 0.1 0.20
H 0.448 -2.286 -1.815 0.0 0.2 0.0 0.21
H -1.279 -0.053 -0.119 0.1 -0.1 0.1 0.19
C 0.768 -0.479 -0.601 -0.1 -0.3 -0.2 -0.38
C -0.396 -0.470 0.389 0.1 0.1 0.0 -0.39
H 0.320 1.337 1.339 0.0 -0.1 0.0 0.20
H -0.645 -0.939 -2.143 0.1 -0.2 0.2 0.21

Record 2
21
Properties=species:S:1:pos:R:3:forces:R:3:nbo_charge:R:1 method="wB97M-V/def2-TZVPD" lumo_ha=0.0325 total_charge=0
H -3.833 -3.393 -2.670 -0.8 0.8 -0.6 0.47
H 2.847 -0.849 -0.579 -0.4 -0.4 0.5 0.21
C 2.573 -1.220 0.434 1.3 -0.3 -0.8 -0.60
H 2.054 2.310 -0.561 0.8 -0.9 -1.0 0.21
H 1.719 -1.894 0.384 0.2 -0.2 -0.3 0.20
H -1.989 1.924 1.519 -1.1 0.5 0.1 0.22
H -0.642 -0.140 1.433 -0.7 -1.5 0.0 0.20
H 1.729 -0.507 2.237 0.8 0.9 -0.5 0.21
C -1.308 1.851 0.709 3.8 -2.5 0.0 -0.63
C 1.124 0.788 0.616 0.1 0.8 -0.3 0.06
H -0.580 2.673 0.553 -1.6 0.3 -0.1 0.22
C 2.212 -0.060 1.323 -0.3 1.1 0.3 -0.44
H 3.162 0.531 1.540 -1.4 -0.5 0.1 0.22
H -0.012 1.137 2.449 -0.2 -0.6 -2.8 0.20
C -0.228 0.815 1.273 0.0 1.6 3.0 -0.41
C 1.245 1.594 -0.473 0.8 -0.1 2.2 -0.47
H 3.486 -1.751 0.797 -0.9 0.2 0.0 0.21
O -4.463 -2.818 -3.171 0.8 -0.9 0.5 -0.94
H -1.593 1.306 -0.209 -0.7 1.1 0.3 0.21
H 0.331 1.945 -0.868 -0.5 0.5 -0.5 0.19
H -4.685 -3.351 -3.945 0.0 0.2 0.1 0.47

Record 3
21
Properties=species:S:1:pos:R:3:forces:R:3:nbo_charge:R:1 method="wB97M-V/def2-TZVPD" lumo_ha=0.0284 total_charge=0
H -2.347 -2.167 1.269 0.3 0.6 -0.6 0.20
H 0.038 0.960 -0.962 1.0 -3.0 -1.2 0.20
H -0.941 2.228 -1.228 -2.0 1.1 -1.0 0.20
C -0.147 1.907 -0.659 2.2 2.2 3.7 -0.59
C -0.512 1.768 0.902 -2.1 -0.9 -4.2 -0.38
C -0.401 -3.135 1.317 0.1 0.3 1.5 -0.63
C -1.507 0.582 1.004 0.5 -0.7 -0.4 -0.45
H -0.859 2.686 1.228 -1.4 1.8 0.6 0.20
H 3.259 1.704 -4.502 0.9 -2.0 2.0 0.47
H -2.246 0.503 0.164 0.9 0.3 0.4 0.21
C -0.740 -0.729 1.174 -0.4 0.9 -0.9 -0.18
H -2.118 0.562 1.863 -0.9 0.8 1.3 0.22
H 0.325 1.643 1.470 2.5 -1.0 1.4 0.19
H -0.620 -3.869 0.575 -0.1 -0.8 -0.3 0.21
H 3.134 1.305 -2.976 0.4 -0.3 -0.8 0.47
H 0.639 -2.857 1.269 0.4 0.1 -0.4 0.21
C -1.276 -1.943 1.164 0.5 0.0 0.8 -0.19
O 3.580 1.011 -3.802 -1.4 2.3 -1.2 -0.94
H -0.508 -3.503 2.360 -0.2 -0.4 -0.7 0.21
H 0.762 2.566 -0.835 -1.1 -0.8 0.2 0.19
H 0.339 -0.548 1.304 -0.3 -0.7 -0.3 0.19

Record 4
21
Properties=species:S:1:pos:R:3:forces:R:3:nbo_charge:R:1 method="wB97M-V/def2-TZVPD" lumo_ha="-0.1256 / -0.3621" spin_multiplicity=2 s_squared=0.75 total_charge=+1
H 0.949 -1.666 0.617 0.1 0.3 0.5 0.21
C -0.298 0.107 0.972 1.6 0.4 0.1 -0.42
H -0.694 1.871 -2.777 0.0 0.6 -0.1 0.25
H -1.862 -2.226 1.664 -0.2 0.2 0.4 0.22
H -1.251 0.545 0.703 -0.5 -0.3 -0.1 0.21
H -0.338 2.580 -0.530 -0.5 -0.2 0.1 0.28
H -0.515 -1.700 -0.256 -0.1 0.4 0.0 0.19
C 0.843 0.936 0.318 -1.5 -0.4 -1.0 -0.41
C 0.426 1.852 -0.817 0.3 1.4 1.9 -0.37
C -0.104 -1.383 0.719 -0.9 -0.7 -0.7 -0.40
H 1.352 1.485 1.102 0.4 0.3 -0.2 0.28
H -0.397 -1.960 2.742 -0.5 0.0 0.3 0.21
H -1.044 0.532 -1.720 -0.2 -0.4 0.8 0.29
H 1.512 0.242 -0.165 1.0 -0.3 0.4 0.19
O 0.700 0.492 -2.724 0.3 -0.1 0.0 -0.27
C -0.787 -2.262 1.771 0.9 -0.1 -0.4 -0.60
H -0.152 0.285 2.038 -0.4 -0.1 0.1 0.23
C -0.253 1.207 -2.057 0.1 -0.4 -1.3 -0.08
H -0.489 -3.296 1.623 0.0 -0.1 0.0 0.23
H 1.248 2.508 -1.090 0.3 -0.3 -0.7 0.26
H 1.153 -0.149 -2.131 -0.1 0.0 -0.1 0.52

Record 5
22
Properties=species:S:1:pos:R:3:forces:R:3:nbo_charge:R:1 method="wB97M-V/def2-TZVPD" lumo_ha="0.1392 / 0.1363" spin_multiplicity=2 s_squared=0.77 total_charge=-1
H 2.222 -0.402 -0.355 0.3 0.6 0.2 0.50
H 3.000 -0.826 -1.573 0.2 0.3 0.2 0.45
H 1.130 1.795 -1.003 0.2 -0.4 -0.5 0.18
H 0.104 -2.535 -1.486 -0.9 -0.1 -0.3 0.19
C -1.302 0.301 -0.114 1.0 2.2 1.0 -0.12
C -0.664 -2.175 -0.777 2.6 2.3 0.5 -0.65
H 0.848 3.152 0.169 -0.1 -0.2 0.1 0.17
C -0.510 -0.609 -0.742 1.6 -2.8 -1.6 -0.33
H -1.202 1.992 1.102 0.2 0.7 -0.2 0.15
C -2.739 -0.119 0.440 2.9 0.4 -2.1 -0.65
H -2.601 -1.152 0.187 -0.9 -0.9 0.6 0.21
H -2.696 0.046 1.500 -0.8 0.2 0.5 0.20
H -0.264 -2.599 0.163 -0.6 0.0 0.2 0.18
O 3.065 -0.219 -0.818 -0.3 -0.8 -0.2 -0.96
H -1.649 -2.458 -0.964 -1.5 -1.1 -0.5 0.18
C -0.633 1.573 0.264 -1.8 -0.9 -0.2 -0.34
C 0.565 2.160 -0.177 -1.0 0.2 0.8 -0.68
H 1.947 -0.302 1.997 0.0 -0.1 0.0 0.45
H -3.577 0.258 -0.174 0.3 0.2 0.8 0.19
H 0.765 0.590 1.863 -0.6 1.0 -0.5 0.49
H 0.585 -0.440 -1.017 -1.9 0.7 0.5 0.15
O 1.071 -0.269 1.596 1.1 -1.3 0.8 -0.95

Record 6
22
Properties=species:S:1:pos:R:3:forces:R:3:nbo_charge:R:1 method="wB97M-V/def2-TZVPD" lumo_ha=0.0271 total_charge=0
H -0.077 0.451 -0.721 1.9 1.2 -1.0 0.24
C -0.935 -0.119 -0.768 -4.0 1.0 -0.2 -0.52
C 0.856 1.357 2.041 -0.4 1.7 -2.6 -0.64
H -0.084 0.810 -3.436 0.5 0.5 -0.3 0.46
H -0.239 1.502 2.035 0.2 -0.6 0.1 0.20
H 1.143 2.274 1.438 0.2 -0.7 1.1 0.21
C 1.325 0.103 1.237 -0.5 -1.5 1.3 -0.41
H -1.614 -1.038 -2.850 -0.4 1.4 0.3 0.14
H 1.446 0.102 0.121 0.7 1.1 1.2 0.19
H 0.564 -1.984 1.099 0.0 0.4 0.1 0.21
H 1.287 1.160 -2.912 0.3 0.0 0.1 0.47
H -1.792 0.616 -0.926 1.1 -0.5 0.3 0.22
H -1.930 -0.145 1.136 1.5 -0.9 -0.3 0.20
H 2.284 -0.207 1.799 -1.4 -0.1 -1.5 0.22
C -1.099 -0.751 0.617 -0.4 4.0 1.1 -0.39
H 1.182 1.439 3.082 0.3 -0.3 -0.4 0.22
O 0.684 1.388 -3.621 -0.9 -0.5 0.2 -0.92
H 0.091 -0.991 2.477 -0.9 -0.5 0.2 0.21
C 0.178 -0.992 1.397 2.2 0.2 0.4 -0.40
H -1.488 -1.630 0.369 -1.9 -4.0 -0.2 0.22
O -0.664 -2.230 -1.749 0.2 -0.5 0.5 -0.53
C -1.119 -1.116 -1.865 1.5 -1.6 -0.6 0.40

| no. | E_tot (eV) | strongest force on any atom (eV/Å) |
| --- | --- | --- |
| 1 | -8491.7588 | 0.91 |
| 2 | -8494.0759 | 4.50 |
| 3 | -8494.8462 | 4.81 |
| 4 | -8485.9972 | 2.38 |
| 5 | -10540.9446 | 3.61 |
| 6 | -10541.9669 | 4.37 |